The following is a quantum chemistry calculation of a 7-piece molecular cluster, C37H89N3O28P7S overall at a distorted geometry, from the Open Molecules 2025 dataset.

Output
Total charge: +1
E_tot in Ha: -6520.5246

Each line ends with the Löwdin charge.
Geometry (Å):
C 1.69896 -10.55832 2.55454  -0.157
C 1.06933 -11.02755 1.09544  -0.261
C 0.20802 -9.82304 0.34302  -0.213
C 1.15978 -8.48759 0.35517  -0.253
C 0.65299 -7.26334 -0.61085  -0.160
C 0.81734 -5.80829 0.19545  -0.089
C -0.53653 -4.91694 0.44240  0.054
N -0.56577 -3.57476 1.20352  -0.127
P -2.18819 -2.82887 1.37974  0.762
O -2.64230 -2.99640 2.91709  -0.332
O -2.23905 -1.13084 0.92828  -0.178
O -3.44025 -3.61771 0.43795  -0.175
C 0.72866 -2.97459 1.79120  -0.002
C 0.70663 -1.57070 2.63934  -0.145
C 1.74073 -0.41740 2.10269  -0.246
N 2.43807 0.18344 3.33938  -0.039
C 2.18734 -3.77325 1.61307  -0.017
C 3.61341 -3.25219 2.23168  -0.182
C 4.64984 -2.60150 1.14041  -0.192
C 5.99209 -3.49523 0.83776  -0.200
C 7.41400 -2.74117 1.15015  -0.211
N 7.78055 -1.63933 0.18072  -0.158
C 9.22912 -1.77958 -0.31422  -0.094
C 7.68393 -0.25873 0.79146  -0.318
C 8.30436 0.21412 2.23854  -0.039
O 7.05614 0.68620 0.03806  -0.057
C 2.23096 -5.22814 0.78935  -0.323
S 3.83117 -6.23503 0.55834  0.741
H 0.95279 -9.83450 3.13727  0.086
H 2.03811 -11.48256 3.20046  0.085
H 2.64236 -9.87589 2.30166  0.071
H 2.01688 -11.26581 0.41015  0.115
H 0.41240 -12.00770 1.27628  0.119
H -0.82059 -9.69505 0.90419  0.123
H 0.08614 -10.15916 -0.78404  0.123
H 1.34391 -8.03235 1.42243  0.103
H 2.22087 -8.83419 -0.06773  0.115
H 1.24935 -7.13776 -1.60987  0.127
H -0.51450 -7.42769 -0.77289  0.125
H -1.54903 -5.36127 -0.00493  0.138
H -1.46414 -0.90750 0.33192  0.095
H -3.49789 -3.24584 -0.49171  0.105
H 1.04479 -1.85104 3.74943  0.144
H -0.34687 -1.07021 2.74663  0.111
H 2.50879 -0.81297 1.30604  0.106
H 1.11976 0.44328 1.57189  0.135
H 1.62788 0.59779 3.89181  0.090
H 2.80014 -0.57546 3.96593  0.054
H 3.46358 -2.47264 3.10391  0.106
H 4.14807 -4.20160 2.69390  0.114
H 4.03239 -2.35439 0.15274  0.128
H 4.97686 -1.54329 1.58581  0.123
H 5.97417 -4.46690 1.53106  0.093
H 5.99480 -3.79613 -0.29397  0.114
H 7.42140 -2.43226 2.28055  0.125
H 8.26203 -3.57396 1.03886  0.136
H 9.95269 -2.22091 0.51098  0.100
H 9.68647 -0.71328 -0.59306  0.124
H 9.27857 -2.51231 -1.25010  0.097
H 8.91216 -0.72401 2.65557  0.084
H 8.96795 1.17761 2.19637  0.103
H 7.37389 0.31632 2.97920  0.103
H 4.15385 -6.21017 -0.80774  -0.068
C -8.18874 1.37162 2.66974  -0.127
O -7.52927 0.11885 2.71419  -0.301
P -7.66204 -0.88005 4.12038  0.770
O -8.24810 0.26457 4.95663  -0.287
O -6.01948 -0.83477 4.29188  -0.246
C -5.22318 -1.16832 3.16980  -0.144
O -7.79474 -1.87902 5.52656  -0.268
C -7.17618 -3.14661 5.43751  -0.155
H -8.12556 1.75363 1.64700  0.082
H -9.24588 1.26647 2.92993  0.092
H -7.68878 2.08438 3.33046  0.095
H -4.91596 -0.24952 2.66195  0.088
H -5.76434 -1.81126 2.47066  0.085
H -4.32689 -1.69378 3.51166  0.056
H -6.11631 -3.06057 5.69014  0.086
H -7.28587 -3.55996 4.43056  0.078
H -7.65285 -3.82142 6.15276  0.087
C -5.31705 3.24509 -1.01798  -0.144
O -5.69898 4.55449 -0.63601  -0.302
P -7.36662 4.92498 -0.36296  0.757
O -7.83067 3.62009 -1.02239  -0.300
O -7.28940 6.08085 -1.54086  -0.251
C -6.25329 7.04257 -1.46343  -0.129
O -9.03424 5.29556 -0.08990  -0.255
C -9.30265 6.60303 0.37465  -0.155
H -4.22673 3.17927 -0.96496  0.081
H -5.73731 2.50054 -0.33583  0.078
H -5.61972 3.05013 -2.04992  0.095
H -5.42485 6.72998 -2.10566  0.091
H -5.89651 7.16624 -0.43755  0.082
H -6.63057 8.00361 -1.82453  0.094
H -9.36534 7.29169 -0.47173  0.087
H -8.52291 6.93466 1.06665  0.079
H -10.26311 6.60066 0.89588  0.087
C 13.63040 -1.72733 -5.99626  -0.135
O 12.34615 -1.13267 -5.93775  -0.303
P 11.10799 -1.84073 -4.95876  0.759
O 11.90280 -3.14056 -4.78090  -0.293
O 10.16195 -2.01265 -6.30223  -0.251
C 9.95529 -0.87644 -7.12121  -0.128
O 9.86975 -2.54873 -3.97980  -0.274
C 8.65366 -1.83139 -3.91743  -0.161
H 14.30141 -1.03813 -6.51653  0.088
H 14.02842 -1.89794 -4.99188  0.088
H 13.58908 -2.65807 -6.56769  0.096
H 10.66102 -0.90306 -7.95651  0.090
H 10.08577 0.05218 -6.55938  0.085
H 8.93849 -0.90628 -7.52314  0.089
H 8.02430 -2.09354 -4.77167  0.088
H 8.84099 -0.75356 -3.91070  0.086
H 8.12965 -2.10697 -2.99894  0.061
C 4.35998 -1.15051 -10.05596  -0.139
O 4.88792 -0.13977 -10.89620  -0.302
P 6.21055 0.83415 -10.35313  0.760
O 6.04800 0.35987 -8.90345  -0.303
O 5.27831 2.18453 -10.54521  -0.252
C 4.62843 2.37392 -11.78867  -0.133
O 7.53318 1.80815 -9.81012  -0.260
C 8.04559 2.72614 -10.75461  -0.156
H 3.66466 -1.75462 -10.64547  0.087
H 5.15371 -1.80646 -9.68715  0.087
H 3.80366 -0.70106 -9.22951  0.094
H 3.59839 2.01349 -11.71377  0.090
H 5.14443 1.84678 -12.59545  0.084
H 4.60755 3.44242 -12.02146  0.092
H 7.45666 3.64662 -10.73430  0.086
H 8.02802 2.29580 -11.76027  0.080
H 9.07807 2.96521 -10.48814  0.087
C -12.25396 2.40581 7.67504  -0.139
O -11.59449 1.15304 7.71949  -0.301
P -11.72726 0.15414 9.12568  0.759
O -12.31332 1.29876 9.96193  -0.293
O -10.08470 0.19943 9.29718  -0.253
C -9.28840 -0.13413 8.17510  -0.140
O -11.85996 -0.84483 10.53185  -0.259
C -11.24140 -2.11242 10.44281  -0.163
H -12.19078 2.78782 6.65229  0.086
H -13.31110 2.30066 7.93522  0.087
H -11.75399 3.11857 8.33576  0.095
H -8.98118 0.78468 7.66725  0.085
H -9.82956 -0.77707 7.47596  0.077
H -8.39211 -0.65959 8.51696  0.090
H -10.18153 -2.02638 10.69543  0.084
H -11.35108 -2.52577 9.43586  0.076
H -11.71807 -2.78722 11.15806  0.085
C -0.68227 8.82833 -0.57126  -0.138
O -1.06420 10.13773 -0.18929  -0.302
P -2.73183 10.50822 0.08376  0.761
O -3.19589 9.20333 -0.57567  -0.301
O -2.65462 11.66410 -1.09414  -0.251
C -1.61851 12.62582 -1.01672  -0.133
O -4.39946 10.87881 0.35682  -0.259
C -4.66787 12.18627 0.82137  -0.156
H 0.40805 8.76252 -0.51824  0.087
H -1.10253 8.08378 0.11089  0.086
H -0.98494 8.63337 -1.60320  0.095
H -0.79007 12.31323 -1.65894  0.090
H -1.26173 12.74948 0.00917  0.083
H -1.99578 13.58686 -1.37781  0.092
H -4.73056 12.87493 -0.02501  0.087
H -3.88813 12.51791 1.51337  0.079
H -5.62833 12.18391 1.34260  0.087